[1]
This record from the OMol25 dataset describes a molecular structure, C8H18ClHoIN2OPS at a distorted geometry. The level of theory is ωB97M-V/def2-TZVPD.

Positions of all 34 atoms, in Å:
C: 0.832 0.765 -2.274
I: -1.604 0.261 -0.279
H: 1.365 0.129 -1.447
H: 1.219 1.814 -2.274
H: 1.066 0.339 -3.262
Ho: 1.341 0.078 0.992
P: 0.840 -2.226 -0.990
C: -0.418 -2.568 -2.269
C: 2.218 -2.841 -1.990
H: 1.143 -3.568 1.011
H: 0.736 -4.573 -0.443
H: -0.569 -3.655 0.415
C: 0.496 -3.648 0.116
H: 3.144 -2.740 -1.421
H: 2.024 -3.892 -2.224
H: -0.247 -3.588 -2.640
H: -0.332 -1.873 -3.111
H: 2.295 -2.265 -2.918
H: -1.433 -2.511 -1.869
C: -0.679 0.766 -2.231
O: -1.306 1.214 -3.151
Cl: 3.432 -1.076 1.818
S: 1.213 2.644 0.786
C: -0.223 2.848 1.800
N: -1.367 3.433 1.412
C: -2.411 3.287 2.428
C: -1.657 2.731 3.620
N: -0.354 2.342 3.067
H: -1.533 3.775 0.454
H: -3.209 2.612 2.113
H: -2.841 4.264 2.614
H: -2.165 1.875 4.063
H: -1.502 3.483 4.394
H: 0.488 2.363 3.689

Atomic forces in eV per Å
1.09 -0.41 0.82
-0.42 -0.08 0.07
-1.01 1.09 -1.77
-0.53 -0.74 0.08
0.28 0.00 0.39
0.75 -1.87 0.08
-0.10 -1.28 0.15
-0.64 0.52 0.00
0.71 0.33 0.32
-0.35 -0.31 -0.37
-0.20 0.38 0.44
0.53 -0.02 -0.09
0.20 0.05 0.35
0.13 -0.17 -0.22
0.13 0.19 -0.01
0.01 0.31 0.13
-0.04 -0.16 0.03
0.06 -0.10 0.14
0.06 -0.02 -0.10
-0.28 2.33 -2.71
0.74 -1.63 2.78
-1.43 0.81 -0.55
-0.73 1.06 0.78
-0.63 0.14 -0.35
1.49 -0.79 -0.35
-0.55 0.47 -0.26
-0.02 0.05 0.89
1.54 0.10 -0.58
0.24 -0.31 0.86
0.17 0.05 -0.26
-0.18 0.04 0.16
0.10 0.06 0.00
-0.05 -0.02 0.02
-1.06 -0.06 -0.88

Summary:
- molecular weight (g mol⁻¹) = 548.57
- HOMO energy (alpha / beta) (eV) = -16.025 / -16.026
- orbital gap (alpha / beta) (eV) = 8.0 / 8.1
- net charge = +2
- <S²> = 6.005
- 2S+1 = 5

Löwdin atomic charge list, values in e, 4 entries: atom 1 (C): -0.13, atom 2 (I): 0.95, atom 3 (H): -0.03, atom 4 (H): 0.11

=====

[2]
This record from the OMol25 dataset describes a single C8H18F3NOSi2 molecule at a distorted geometry. The level of theory is ωB97M-V/def2-TZVPD.

Positions of all 33 atoms, in Å:
C: 0.987 -2.092 2.786
Si: -0.157 -0.560 2.697
C: 0.756 1.096 2.924
C: -1.536 -0.746 3.962
N: -0.829 -0.478 1.101
C: -0.237 -0.176 0.024
O: -0.914 -0.165 -1.215
Si: -0.449 0.381 -2.726
C: -2.113 0.533 -3.621
C: 0.462 -0.986 -3.610
C: 0.401 2.082 -2.482
C: 1.245 0.183 0.036
F: 1.305 1.471 0.402
F: 1.771 -0.006 -1.194
F: 1.922 -0.550 0.926
H: 1.462 -2.187 3.763
H: 1.765 -2.084 2.041
H: 0.394 -3.003 2.653
H: 1.775 0.994 2.591
H: 0.324 1.893 2.286
H: 0.734 1.466 3.948
H: -2.135 0.152 3.918
H: -1.054 -0.965 4.907
H: -2.045 -1.606 3.651
H: -2.022 1.120 -4.565
H: -2.499 -0.494 -3.702
H: -2.758 1.098 -2.949
H: -0.292 -1.778 -3.735
H: 1.316 -1.278 -3.030
H: 0.734 -0.638 -4.610
H: 1.054 2.416 -3.271
H: 0.954 2.021 -1.581
H: -0.321 2.884 -2.325

Atomic forces in eV per Å
-0.75 0.07 0.54
0.81 0.09 0.88
-0.72 0.18 0.19
1.79 0.77 -0.79
0.38 0.29 -2.23
-2.43 -1.18 0.06
1.42 0.00 2.67
-0.49 0.97 -1.11
0.82 0.44 0.43
-0.80 0.69 -0.11
-1.07 -0.57 -0.44
-1.14 -0.22 -0.64
1.09 -0.02 -0.77
0.76 0.17 0.88
0.47 0.88 -1.37
-0.02 0.09 0.15
0.02 -0.31 0.13
-0.04 0.06 -0.02
0.42 0.07 0.30
-0.05 -0.51 0.56
0.08 -0.14 0.14
-0.35 0.05 0.43
-0.19 0.32 0.41
-1.25 -1.21 -0.32
-0.18 -0.83 0.47
-0.10 0.49 -0.46
-0.25 0.00 -0.04
0.48 -0.04 0.15
0.43 -0.55 -0.11
0.21 -0.11 0.06
0.30 -0.11 -0.41
0.63 0.27 0.47
-0.30 -0.11 -0.10

Summary:
- molecular weight (g mol⁻¹) = 257.40
- HOMO energy (eV) = -9.656
- orbital gap (eV) = 10.4
- ΔE to the lowest compared entry with this formula, charge and spin (kcal/mol) = 0.0
- SMILES string = C[Si](C)(C)/N=C(/O[Si](C)(C)C)C(F)(F)F

Löwdin atomic charge list, values in e, 4 entries: atom 1 (C): -0.15, atom 2 (Si): 0.49, atom 3 (C): -0.16, atom 4 (C): -0.17

=====

[3]
This record from the OMol25 dataset describes a single C8H18FP molecule at a distorted geometry. The level of theory is ωB97M-V/def2-TZVPD.

Positions of all 28 atoms, in Å:
C: -1.369 -1.934 0.677
P: -0.572 -0.638 0.001
C: -1.016 0.936 0.799
C: -2.513 1.259 0.602
C: -2.901 1.141 -0.876
C: 1.155 -0.862 0.671
C: 2.144 0.036 -0.069
C: 2.634 -0.620 -1.438
C: 3.358 0.337 0.823
F: 4.347 1.083 0.234
H: -0.756 -2.879 0.671
H: -2.396 -2.034 0.608
H: -0.409 -0.185 -1.385
H: -0.408 1.711 0.572
H: -1.008 0.809 1.929
H: -3.164 0.447 1.211
H: -2.557 2.273 1.148
H: -2.238 1.849 -1.476
H: -2.786 0.167 -1.282
H: -3.871 1.288 -1.149
H: 1.199 -0.589 1.777
H: 1.217 -1.959 0.797
H: 1.796 1.075 -0.191
H: 3.081 -1.609 -1.209
H: 3.225 -0.011 -2.045
H: 1.856 -0.908 -2.140
H: 2.851 0.766 1.762
H: 3.918 -0.615 1.275

Atomic forces in eV per Å
1.93 -1.02 -0.28
1.73 0.56 1.82
-3.30 -2.98 2.38
-0.90 -0.81 1.41
3.00 1.94 0.17
-0.79 0.72 1.02
2.27 -1.02 -1.55
-1.62 -1.24 1.61
-0.09 -2.90 2.86
-0.55 0.52 0.06
-0.84 1.01 -0.08
-1.89 -0.30 -0.13
0.06 -0.37 0.64
1.96 2.50 -1.15
0.78 -0.30 -1.32
1.53 1.99 -1.14
-0.96 -1.31 -1.30
-0.90 -0.89 0.50
0.84 -1.25 -0.02
-2.91 1.21 -0.18
-0.75 0.14 -1.28
1.00 0.36 -1.00
-0.72 -0.52 -0.49
0.33 0.75 0.01
1.55 1.06 -0.42
-0.81 0.17 0.31
1.35 0.37 -1.17
-1.29 1.58 -1.27

Summary:
- molecular weight (g mol⁻¹) = 164.20
- HOMO energy (eV) = -7.493
- orbital gap (eV) = 8.4
- ΔE to the lowest compared entry with this formula, charge and spin (kcal/mol) = 74.5
- SMILES string = C=[P@@H](CCC)C[C@H](C)CF

Löwdin atomic charge list, values in e, 4 entries: atom 1 (C): -0.30, atom 2 (P): 0.77, atom 3 (C): -0.36, atom 4 (C): -0.30

=====

[4]
This record from the OMol25 dataset describes a molecular structure, C8H18I2NOP2PbSe at a distorted geometry. The level of theory is ωB97M-V/def2-TZVPD.

Positions of all 34 atoms, in Å:
I: -1.719 5.314 -1.840
I: -1.657 3.263 -3.668
Pb: -0.229 -0.792 -1.747
P: 2.450 0.427 -0.618
C: 2.904 2.024 -1.413
C: 3.266 0.557 1.045
H: 4.367 0.601 0.981
H: 4.577 -0.481 -1.438
H: 2.989 -0.294 1.683
H: 3.430 -1.784 -0.980
H: 2.520 2.863 -0.819
H: 2.904 1.455 1.565
C: 3.524 -0.802 -1.474
H: 3.992 2.131 -1.530
H: 3.208 -0.911 -2.526
H: 2.439 2.105 -2.406
P: -2.392 -0.739 0.548
C: -3.786 0.411 0.196
C: -3.079 -2.395 0.119
H: -1.515 -1.377 2.769
H: -3.296 -1.241 2.827
H: -2.252 0.215 2.806
C: -2.377 -0.800 2.404
H: -2.366 -3.182 0.421
H: -4.035 -2.559 0.639
H: -4.743 0.022 0.571
H: -3.880 0.579 -0.887
H: -3.235 -2.468 -0.971
H: -3.589 1.391 0.650
C: -0.418 1.275 -0.468
O: -0.684 2.401 -0.449
Se: 1.383 -3.236 2.570
C: 0.836 -2.271 1.216
N: 0.462 -1.702 0.227

Atomic forces in eV per Å
-0.03 -1.29 -1.45
-0.16 1.78 1.12
0.24 0.03 1.01
1.41 0.03 -0.46
-0.22 0.07 -0.12
-0.57 -0.04 0.24
-0.48 -0.01 -0.26
-0.33 -0.16 -0.06
0.13 0.15 -0.25
0.08 0.35 -0.19
0.17 -0.20 -0.01
0.13 -0.16 -0.20
-0.08 -0.03 -0.04
-0.29 -0.05 0.11
0.23 0.04 0.35
0.19 -0.13 0.16
-1.31 -0.67 0.21
0.10 0.15 -0.19
0.06 0.01 -0.07
-0.27 0.05 -0.16
0.27 0.17 -0.44
-0.12 -0.22 -0.13
0.57 0.24 -0.04
-0.29 0.27 -0.10
0.30 0.00 -0.21
0.29 0.09 -0.03
-0.03 -0.18 0.21
-0.05 -0.02 0.42
-0.06 -0.25 0.04
-1.17 4.30 -0.57
0.97 -3.45 0.59
0.32 -0.43 0.88
-1.38 1.74 -3.91
1.38 -2.16 3.55

Summary:
- molecular weight (g mol⁻¹) = 746.15
- HOMO energy (alpha / beta) (eV) = -17.106 / -17.174
- orbital gap (alpha / beta) (eV) = 4.7 / 3.1
- net charge = +3
- ΔE to the lowest compared entry with this formula, charge and spin (kcal/mol) = 25.4

Löwdin atomic charge list, values in e, 4 entries: atom 1 (I): 0.67, atom 2 (I): 0.47, atom 3 (Pb): 1.19, atom 4 (P): 0.72

=====

[5]
This record from the OMol25 dataset describes 2 unconnected molecules or ions with the total composition C8H18N2O2Si at a distorted geometry. The level of theory is ωB97M-V/def2-TZVPD.

Positions of all 31 atoms, in Å:
C: 0.782 2.049 -2.150
C: 0.940 0.751 -1.954
N: 1.893 0.152 -1.077
N: 1.862 -1.052 -1.150
C: 0.745 -1.466 -2.094
C: 1.152 -2.307 -3.326
C: -0.360 -2.212 -1.197
O: 0.220 -0.263 -2.551
H: 0.039 2.392 -2.839
H: 1.239 2.739 -1.480
H: 1.783 -3.157 -3.000
H: 1.819 -1.759 -3.970
H: 0.311 -2.716 -3.779
H: -1.264 -2.341 -1.766
H: -0.467 -1.656 -0.364
H: 0.180 -3.088 -0.984
C: 0.418 -0.485 2.485
Si: -0.793 0.850 1.945
C: -2.526 0.636 2.778
C: 0.002 2.496 2.320
O: -1.052 0.565 0.367
H: -0.058 -1.144 3.153
H: 0.769 -1.023 1.620
H: 1.236 0.151 2.913
H: -2.341 0.400 3.782
H: -2.952 1.718 2.784
H: -3.111 -0.140 2.347
H: 0.570 3.053 1.567
H: -0.644 3.318 2.798
H: 0.897 2.389 3.094
H: -1.290 1.151 -0.274

Atomic forces in eV per Å
-0.44 -0.41 0.23
-0.65 -0.76 -0.41
0.36 2.15 0.32
-0.69 -2.39 -0.89
-1.20 -1.42 0.38
2.43 -0.06 2.55
2.63 0.21 -3.71
0.39 1.96 -0.01
-0.22 0.17 -0.29
0.57 0.30 0.07
-0.42 0.24 0.10
-0.20 0.48 -0.51
-1.51 -0.37 -1.07
-0.26 -0.19 -0.13
-0.79 1.77 2.75
-0.03 -1.69 0.55
0.41 2.22 -0.66
-0.78 -0.73 0.91
1.51 3.25 -0.83
1.48 2.04 2.46
0.97 -2.42 1.32
-0.18 -0.82 1.13
0.32 -0.20 -0.24
-0.41 -1.22 -0.01
0.11 -0.38 1.73
0.05 -2.03 -0.21
-0.69 -0.26 -0.61
-0.41 -0.42 -0.60
0.57 -1.35 -0.65
-1.97 -0.18 -1.17
-0.94 2.50 -2.52

Summary:
- molecular weight (g mol⁻¹) = 202.33
- HOMO energy (eV) = -9.071
- orbital gap (eV) = 9.4
- ΔE to the lowest compared entry with this formula, charge and spin (kcal/mol) = 77.3
- SMILES string = C=C1N=NC(C)(C)O1.C[Si](C)(C)O

Löwdin atomic charge list, values in e, 4 entries: atom 1 (C): 0.09, atom 2 (C): -0.39, atom 3 (N): 0.10, atom 4 (N): 0.12

=====

[6]
This record from the OMol25 dataset describes a single C8H18N2O5S molecule at a distorted geometry. The level of theory is ωB97M-V/def2-TZVPD.

Positions of all 34 atoms, in Å:
C: 2.296 -0.163 -0.267
C: 2.120 -1.589 -0.709
C: 3.251 -0.110 0.879
C: -3.139 -0.014 0.522
C: -3.165 -0.955 -0.664
C: -1.697 0.426 0.809
C: -1.186 1.331 -0.331
C: 1.054 2.702 -1.499
H: 0.390 -0.407 -0.640
H: 0.991 -0.201 1.090
H: 2.639 0.441 -1.080
H: 4.227 -0.428 0.506
H: 3.340 0.882 1.278
H: 3.253 -0.809 2.658
H: 3.106 -3.120 -1.243
H: -3.876 0.009 2.403
H: -3.259 -1.459 1.951
H: -3.734 0.849 0.220
H: -1.688 0.854 1.801
H: -1.100 -0.465 0.876
H: -1.142 0.714 -1.271
H: -1.845 2.136 -0.528
H: 2.091 3.028 -1.415
H: 0.940 2.007 -2.328
H: 0.391 3.548 -1.550
H: -2.832 -2.727 -1.152
N: 1.011 0.356 0.167
N: -3.833 -0.656 1.630
O: 1.057 -2.151 -0.751
O: 2.777 -1.042 1.852
O: 3.283 -2.165 -1.158
O: -3.478 -0.639 -1.786
O: -2.694 -2.178 -0.361
S: 0.451 1.994 0.091

Atomic forces in eV per Å
0.63 0.65 0.51
0.81 -0.93 -0.95
1.17 -0.99 -0.29
-0.37 -0.01 -0.05
0.27 0.46 -0.51
-0.71 0.10 -0.91
0.33 -2.88 -0.99
-1.01 0.29 0.62
0.82 1.64 2.52
-0.88 0.71 -0.31
0.57 0.57 -0.83
0.21 -0.02 0.11
-0.20 0.58 0.11
-0.18 -0.28 0.25
0.01 0.41 -0.12
-0.05 -0.30 -0.14
-0.59 0.64 -0.16
0.04 0.02 -0.03
0.12 0.67 0.22
0.27 -0.49 0.02
-0.30 0.52 0.75
-0.46 1.02 0.13
-0.28 -0.22 0.20
-0.05 0.04 0.04
0.03 0.53 -1.16
0.21 0.10 0.14
-1.21 -11.44 -1.54
0.67 -0.49 0.64
0.25 -0.33 -0.18
0.32 0.46 0.16
-0.89 0.25 0.77
-0.11 -0.22 0.30
-0.32 -0.21 -0.07
0.84 9.15 0.74

Summary:
- molecular weight (g mol⁻¹) = 254.31
- HOMO energy (eV) = -3.523
- orbital gap (eV) = 3.9
- ΔE to the lowest compared entry with this formula, charge and spin (kcal/mol) = 149.7

Löwdin atomic charge list, values in e, 4 entries: atom 1 (C): -0.31, atom 2 (C): -0.47, atom 3 (C): -0.23, atom 4 (C): -0.34

=====

[7]
This record from the OMol25 dataset describes 2 unconnected molecules or ions with the total composition C8H18N2OPS at a distorted geometry. The level of theory is ωB97M-V/def2-TZVPD.

Positions of all 31 atoms, in Å:
C: 0.221 -2.282 1.847
C: 0.170 -3.886 3.472
C: 1.635 -3.402 3.130
C: 0.203 4.824 -1.030
C: -1.887 -3.536 2.057
C: -0.708 4.261 -2.051
C: -1.154 2.767 -1.689
C: -0.052 1.729 -2.110
N: -0.582 -3.173 2.385
N: -0.201 -1.447 0.883
O: 1.450 -2.353 2.174
P: 0.953 -0.524 -0.115
S: -0.553 0.093 -1.347
H: 0.140 -4.904 3.293
H: -0.160 -3.526 4.480
H: 2.140 -3.019 4.059
H: 2.123 -4.289 2.729
H: 0.996 4.065 -0.829
H: -0.214 5.200 0.036
H: 0.702 5.740 -1.476
H: -2.294 -4.307 2.830
H: -2.586 -2.631 2.048
H: -1.944 -3.876 1.037
H: -0.152 4.262 -3.059
H: -1.662 4.786 -2.351
H: -2.076 2.435 -2.164
H: -1.228 2.609 -0.596
H: 0.026 1.521 -3.190
H: 0.995 1.883 -1.730
H: -1.131 -1.452 0.523
H: 1.568 -2.338 -1.008

Atomic forces in eV per Å
-3.18 0.02 -2.42
0.75 3.37 -0.14
-1.02 -0.92 2.34
1.01 2.20 2.16
-3.55 0.44 0.62
-1.89 -1.76 -2.27
2.04 0.00 -0.18
0.51 -0.40 0.58
2.67 -0.57 2.42
2.00 0.30 0.76
1.78 0.58 0.33
1.07 -2.74 -1.13
-0.47 0.20 -0.85
-0.54 -2.08 0.17
0.08 -0.68 -0.89
-0.27 -0.23 -1.31
0.60 0.64 -0.45
-0.40 0.72 0.03
0.52 -1.15 -2.55
-0.36 -1.03 0.71
0.75 1.42 -1.66
0.75 -1.08 0.46
-0.02 -0.77 -0.33
-0.63 -0.33 1.38
1.08 0.00 0.95
-0.11 0.30 0.02
-0.31 0.56 -0.47
-0.20 0.26 0.47
-1.08 0.39 -0.28
-0.79 -0.36 0.31
-0.77 2.69 1.22

Summary:
- molecular weight (g mol⁻¹) = 221.29
- HOMO energy (eV) = -11.773
- orbital gap (eV) = 8.3
- net charge = +1
- ΔE to the lowest compared entry with this formula, charge and spin (kcal/mol) = 62.4

Löwdin atomic charge list, values in e, 4 entries: atom 1 (C): -0.48, atom 2 (C): -0.02, atom 3 (C): -0.05, atom 4 (C): -0.16

=====

[8]
This record from the OMol25 dataset describes 2 unconnected molecules or ions with the total composition C8H18N7 at a distorted geometry. The level of theory is ωB97M-V/def2-TZVPD.

Positions of all 33 atoms, in Å:
C: -1.783 0.532 -0.023
C: -0.334 0.120 1.741
C: 2.496 -0.251 -3.556
C: 3.173 -1.287 -2.549
C: 1.228 0.093 -2.772
C: 2.528 -1.012 -1.157
C: -2.470 0.486 2.091
C: -3.478 0.509 4.450
N: -2.796 0.661 0.816
N: -1.287 0.208 2.660
N: -0.514 0.289 0.369
N: -1.966 0.556 -1.367
N: 0.952 -0.086 2.135
N: -3.565 0.517 2.962
N: 1.579 0.096 -1.357
H: 2.941 0.616 -3.821
H: 2.462 -0.914 -4.451
H: 3.091 -2.278 -2.746
H: 4.168 -0.943 -2.546
H: 0.923 1.071 -3.093
H: 0.492 -0.788 -2.724
H: 1.966 -1.847 -0.956
H: 3.282 -0.908 -0.497
H: -4.446 0.932 4.931
H: -3.273 -0.375 4.980
H: -2.551 1.117 4.748
H: 0.403 0.023 -0.227
H: -2.767 1.090 -1.716
H: -1.151 0.794 -1.936
H: 1.127 -0.477 3.002
H: 1.765 0.196 1.666
H: -4.334 0.324 2.363
H: 2.138 0.939 -1.421

Atomic forces in eV per Å
-0.36 -0.09 -0.93
1.05 0.76 0.09
-1.92 -5.57 1.09
-0.15 4.85 0.88
-1.34 -3.28 -0.68
-1.05 0.36 -4.29
-2.68 -0.63 3.67
-0.22 2.88 0.06
1.02 0.00 -1.27
1.08 0.06 -1.78
1.20 -0.96 2.46
-0.22 1.22 -0.65
-1.65 -0.01 -0.95
2.85 -0.20 -0.79
1.75 1.63 0.64
2.31 2.55 -0.42
-0.96 1.06 0.17
-0.23 -2.75 -1.32
1.63 -0.37 0.29
-1.14 0.26 0.04
0.33 1.53 -1.45
-1.37 -2.08 1.00
2.02 0.97 2.75
1.77 -0.41 -1.16
-0.02 -1.97 -0.18
-1.67 -0.31 -0.61
-1.40 1.09 -0.49
0.08 -0.61 0.53
-0.18 -0.42 0.43
-0.04 -0.55 2.04
0.66 0.35 -1.20
-1.50 0.18 0.59
0.37 0.46 1.44

Summary:
- molecular weight (g mol⁻¹) = 212.28
- HOMO energy (eV) = -12.626
- orbital gap (eV) = 10.1
- net charge = +1
- ΔE to the lowest compared entry with this formula, charge and spin (kcal/mol) = 24.7

Löwdin atomic charge list, values in e, 4 entries: atom 1 (C): -0.39, atom 2 (C): -0.33, atom 3 (C): -0.12, atom 4 (C): -0.10